{"formula": "C20H18N2O2", "method": "ωB97M-V/def2-TZVPD", "de_lowest_kcal_mol": 2.74, "charge": 0, "e_lumo_ev": 0.243, "e_homo_ev": -8.275, "gap_ev": 8.5, "elements": ["C", "C", "O", "N", "C", "C", "C", "C", "C", "N", "C", "O", "C", "C", "C", "C", "C", "C", "C", "C", "C", "C", "C", "C", "H", "H", "H", "H", "H", "H", "H", "H", "H", "H", "H", "H", "H", "H", "H", "H", "H", "H"], "positions_angstrom": [[5.3982, 3.2256, -0.4593], [4.4939, 3.0932, 0.7515], [4.6022, 3.7846, 1.7359], [3.5596, 2.1097, 0.5872], [2.5616, 1.6815, 1.4695], [2.3583, 2.2575, 2.7198], [1.3497, 1.7723, 3.5319], [0.5382, 0.7256, 3.1343], [0.7392, 0.1466, 1.8853], [-0.0244, -0.9242, 1.4100], [-1.0768, -1.5558, 1.9977], [-1.5482, -1.2761, 3.0742], [-1.6084, -2.7151, 1.1481], [-1.7673, -2.3374, -0.2950], [-0.7827, -2.6991, -1.2382], [-0.8993, -2.3357, -2.5502], [-2.0073, -1.5868, -2.9969], [-2.1631, -1.2028, -4.3448], [-3.2549, -0.4835, -4.7424], [-4.2383, -0.1138, -3.8107], [-4.1155, -0.4701, -2.4974], [-3.0020, -1.2151, -2.0545], [-2.8503, -1.6043, -0.7094], [1.7489, 0.6296, 1.0593], [5.9175, 2.2881, -0.6474], [6.1288, 4.0068, -0.2723], [4.8130, 3.4875, -1.3385], [3.5842, 1.6076, -0.2897], [2.9851, 3.0707, 3.0419], [1.1931, 2.2209, 4.5008], [-0.2427, 0.3560, 3.7758], [0.2303, -1.2468, 0.4850], [-0.9080, -3.5477, 1.2534], [-2.5640, -3.0144, 1.5802], [0.0648, -3.2901, -0.9152], [-0.1436, -2.6247, -3.2671], [-1.4037, -1.4910, -5.0580], [-3.3703, -0.1943, -5.7767], [-5.0942, 0.4548, -4.1434], [-4.8698, -0.1884, -1.7769], [-3.6101, -1.3180, 0.0039], [1.9024, 0.1801, 0.0856]], "forces_ev_per_angstrom": [[0.064, 0.168, 0.175], [0.238, -0.047, -0.446], [0.018, 0.156, 0.232], [-0.147, -0.319, -0.316], [-0.258, -0.072, 0.309], [0.163, 0.218, 0.083], [0.034, -0.111, -0.237], [-0.205, -0.091, 0.170], [0.179, 0.281, 0.212], [0.281, -0.008, -0.343], [-0.100, -0.405, -0.290], [-0.114, 0.078, 0.281], [-0.093, 0.109, 0.213], [-0.294, 0.017, -0.108], [0.024, -0.031, -0.219], [0.122, -0.035, 0.084], [-0.193, 0.066, 0.230], [-0.115, 0.102, -0.191], [0.269, -0.122, -0.138], [-0.153, 0.030, 0.270], [-0.130, 0.108, -0.156], [0.232, -0.077, -0.204], [0.222, -0.189, 0.125], [-0.009, 0.037, 0.061], [0.035, -0.074, -0.060], [-0.017, -0.003, 0.020], [-0.026, -0.008, -0.098], [0.080, 0.165, 0.148], [0.015, 0.016, -0.001], [-0.014, 0.041, 0.088], [-0.020, -0.014, 0.007], [-0.136, 0.058, 0.177], [-0.050, -0.021, 0.006], [0.120, 0.034, 0.039], [0.068, -0.068, 0.019], [0.070, -0.040, -0.058], [0.057, -0.017, -0.075], [0.024, 0.006, -0.079], [-0.074, 0.043, 0.013], [-0.082, 0.037, 0.055], [-0.105, 0.032, 0.106], [0.018, -0.049, -0.102]], "nbo_charge": [-0.713, 0.686, -0.595, -0.602, 0.153, -0.271, -0.165, -0.265, 0.163, -0.610, 0.697, -0.597, -0.519, -0.053, -0.237, -0.194, 0.001, -0.193, -0.215, -0.205, -0.188, -0.072, -0.127, -0.247, 0.225, 0.244, 0.226, 0.392, 0.257, 0.216, 0.254, 0.404, 0.232, 0.247, 0.212, 0.212, 0.208, 0.215, 0.216, 0.213, 0.207, 0.189]}